Entry from the Open Molecules 2025 dataset: a 2-piece molecular cluster, C4H6O2 overall at a distorted geometry (ωB97M-V with the def2-TZVPD basis set).

Each line ends with the Mulliken charge.
Cartesian coordinates (Å):
1 C -1.24333 -0.39739 0.71765  -0.70
2 C 0.03624 -0.08198 1.41278  -0.56
3 C 0.63350 1.18938 -0.59984  0.08
4 O -0.13521 1.86150 -1.20561  -0.36
5 C 1.34482 -0.09322 -0.86162  0.10
6 O 1.54184 -0.79828 0.14205  -0.40
7 H -1.90904 0.46745 0.63914  0.29
8 H -1.03792 -0.73318 -0.31309  0.28
9 H -1.76304 -1.22787 1.20945  0.31
10 H 0.46435 -0.85606 2.03360  0.29
11 H 0.17354 0.91582 1.81595  0.32
12 H 1.94997 -0.22284 -1.76498  0.36

For the energy above the lowest of the compared OMol25 structures with the same formula, charge and spin, the calculation gives 5.322 eV. As for the LUMO energy (alpha / beta): -0.588 / -0.515 eV. The largest force on an atom comes out at 1.53 eV/A. As for the HOMO energy (alpha / beta): -7.50 / -7.86 eV. The calculation puts the energy at -306.3107 Eh. The calculation puts the orbital gap (alpha / beta) at 6.91 / 7.34 eV.